P.
DFT (ωB97M-V with the def2-TZVPD basis set) results for CH5N3S in the gas phase.

Each line ends with the natural charge from an NBO analysis.
Atoms and positions in Å:
C (-0.214, -0.787, -0.333)  0.204
N (-0.862, 0.175, 1.589)  -0.704
N (0.572, 0.353, -0.624)  -0.785
N (-0.989, -0.908, 0.653)  -0.303
H (-0.202, -1.650, -1.022)  0.193
H (2.060, 0.827, -2.227)  0.105
H (-1.409, -0.097, 2.413)  0.369
H (0.204, 1.100, -0.082)  0.395
S (0.721, 0.783, -2.258)  0.183
H (0.118, 0.204, 1.890)  0.344

HOMO-LUMO gap = 0.35394 Eh
E_HOMO = -8.8 eV
Structure (SMILES) = N/N=C\NS


Q.
DFT (ωB97M-V with the def2-TZVPD basis set) results for 3 unconnected molecules or ions with the total composition CH5N3S.

Each line ends with the natural charge from an NBO analysis.
Atoms and positions in Å:
H (-0.896, 1.674, -0.366)  0.331
N (-2.010, -0.049, -0.266)  -0.664
H (-2.722, 0.143, 0.987)  0.299
N (1.224, 1.287, 0.011)  -0.740
H (2.335, 1.133, -0.040)  0.436
H (-1.225, -1.296, -0.177)  0.330
H (1.034, 2.431, -0.348)  0.407
C (0.418, 0.391, -0.003)  0.257
S (0.652, -1.263, 0.010)  -0.205
N (-0.852, 0.731, 0.225)  -0.451

HOMO-LUMO gap = 0.30700 Eh
E_HOMO = -8.3 eV


R.
DFT (ωB97M-V with the def2-TZVPD basis set) results for 3 unconnected molecules or ions with the total composition CH5N3S.

Each line ends with the natural charge from an NBO analysis.
Atoms and positions in Å:
N (1.202, -0.665, -0.296)  -0.515
H (-0.734, -1.458, -0.793)  0.387
C (0.137, 0.051, -0.067)  0.390
N (0.036, 1.282, -0.158)  -0.660
H (-2.415, 0.983, -0.670)  0.111
H (2.621, 0.403, 0.896)  0.143
H (0.875, 1.861, 0.125)  0.364
H (1.799, -1.592, 1.039)  0.316
S (-2.548, -0.064, 0.067)  0.197
N (-0.973, -0.801, -0.143)  -0.733

HOMO-LUMO gap = 0.24158 Eh
E_HOMO = -9.2 eV


So which one wins? Going from most stable to least: P, Q, R.


P.
DFT (ωB97M-V with the def2-TZVPD basis set) results for a molecular structure, C61H43Cl6N3O2P2SiTi.

Each line ends with the Löwdin charge.
Atoms and positions in Å:
C (3.307, 1.587, 2.874)  -0.389
H (-3.511, 1.451, 0.555)  0.018
C (-2.825, -1.231, 3.782)  -0.133
H (3.177, 1.280, -1.170)  0.061
H (-3.177, -2.255, 3.760)  0.110
C (-0.945, 0.350, -5.564)  -0.162
H (6.042, 5.122, -0.015)  0.097
C (-0.946, 4.238, 2.271)  -0.120
H (-2.123, 2.135, -5.439)  0.127
C (-2.039, -0.752, 2.723)  -0.368
C (-3.145, -0.439, 4.868)  -0.090
Ti (-0.378, 0.007, -0.846)  0.961
C (2.616, 1.413, 4.079)  -0.134
C (5.638, 3.585, -1.459)  -0.093
C (0.219, -4.226, 4.614)  -0.084
C (-0.732, 0.220, -4.110)  -0.106
H (4.991, 1.956, -2.704)  0.105
H (-6.387, -2.016, 0.730)  0.103
H (-5.080, -0.186, -1.357)  0.078
C (-1.650, 0.609, 2.706)  -0.275
H (2.708, 0.800, 6.127)  0.100
C (-3.256, -4.236, 1.063)  -0.078
C (2.030, -1.523, 0.648)  -0.664
C (0.955, 5.385, 3.178)  -0.088
H (2.815, 4.377, 2.961)  0.089
C (-0.995, -1.051, -3.522)  -0.289
C (3.671, -2.969, -0.336)  -0.716
H (-4.222, -1.673, -1.827)  0.074
C (-1.635, -2.152, -4.114)  -0.058
H (-4.577, -5.894, 0.752)  0.099
H (-2.834, 2.918, -0.142)  0.038
C (4.618, 0.623, 5.152)  -0.101
C (-5.630, -4.026, 0.712)  -0.099
C (0.733, -5.314, 3.924)  -0.104
C (-0.916, -2.736, -2.080)  -0.158
Cl (-4.614, -0.223, -3.651)  0.604
C (5.311, 0.790, 3.965)  -0.091
C (-2.947, 0.029, -1.483)  -0.717
H (6.429, 3.895, -2.131)  0.098
C (-3.121, -2.855, 1.187)  -0.325
H (4.318, 4.396, 1.541)  0.088
C (-2.670, 0.865, 4.916)  -0.087
H (-2.118, -2.157, -5.079)  0.103
H (-0.230, -4.442, 0.807)  0.093
Si (-1.077, 1.571, 1.100)  0.665
C (-1.571, -3.214, -3.201)  -0.075
O (-2.526, 1.061, -1.976)  0.017
C (4.432, 3.859, 0.612)  -0.089
O (-2.308, -0.596, -0.555)  -0.295
N (-1.416, 0.935, -10.907)  0.133
H (-1.940, -4.219, -3.340)  0.089
N (0.155, 1.370, -2.075)  -0.110
C (-0.167, 3.153, 1.832)  -0.273
C (-0.387, -0.582, -6.450)  -0.013
H (-2.013, 4.225, 2.110)  0.078
H (1.286, -6.085, 4.448)  0.098
C (-0.156, 1.331, -3.443)  -0.286
C (1.231, 3.276, 2.014)  -0.377
Cl (3.525, -3.027, 2.350)  0.683
H (1.067, 2.857, -0.829)  0.064
H (1.385, 6.216, 3.725)  0.099
Cl (4.870, -4.198, -0.202)  0.666
H (-0.835, -2.380, 4.513)  0.093
H (-1.641, 2.409, 3.875)  0.086
P (-1.484, -2.014, 1.470)  1.103
C (-1.794, 1.572, -7.476)  -0.025
C (4.660, 1.263, 2.830)  -0.087
H (5.210, 1.373, 1.902)  0.103
H (-3.237, 2.836, 1.589)  0.017
C (-5.510, -2.647, 0.819)  -0.087
H (-2.875, 1.491, 5.777)  0.098
H (-6.599, -4.480, 0.537)  0.097
H (-0.659, -3.262, -1.175)  0.081
H (-2.341, 2.411, -7.885)  0.116
H (0.369, -4.140, 5.684)  0.100
H (-3.734, -0.842, 5.683)  0.099
Cl (4.215, -2.954, -2.966)  0.658
Cl (1.431, -0.855, 2.124)  0.733
C (0.757, 2.577, -1.821)  -0.163
C (0.310, 2.526, -4.012)  -0.029
C (-0.405, 5.338, 2.914)  -0.087
C (-0.482, -3.229, 3.947)  -0.092
C (-1.333, 0.808, -9.766)  -0.197
H (1.325, 4.278, -3.077)  0.097
Cl (2.290, -0.646, -3.213)  0.781
C (-4.271, -2.071, 1.050)  -0.116
C (1.761, 4.358, 2.725)  -0.102
N (-0.568, -1.431, -2.250)  -0.099
H (0.280, 2.778, -5.059)  0.100
C (4.834, 2.502, -1.781)  -0.071
H (-1.048, 6.153, 3.229)  0.099
C (-4.262, -0.596, -1.946)  -0.465
H (-2.394, -4.879, 1.163)  0.083
C (3.264, 0.939, 5.207)  -0.086
C (-0.698, -3.303, 2.571)  -0.363
H (-0.053, -1.153, -8.488)  0.116
H (5.121, 0.235, 6.029)  0.095
H (6.364, 0.537, 3.912)  0.099
H (-4.185, -0.996, 1.140)  0.101
C (3.369, -2.401, -1.567)  -0.707
C (3.615, 2.771, 0.304)  -0.356
C (-0.137, -4.387, 1.888)  -0.140
C (-1.217, 0.647, -8.344)  -0.245
C (3.825, 2.110, -0.910)  -0.111
H (1.553, 1.632, 4.120)  0.101
C (0.560, -5.386, 2.552)  -0.096
C (-1.962, 1.374, 3.842)  -0.103
C (-2.826, 2.281, 0.746)  -0.208
C (-1.658, 1.423, -6.109)  -0.021
C (0.872, 3.303, -2.982)  -0.066
H (0.187, -1.405, -6.045)  0.121
C (1.613, -0.955, -0.570)  -0.235
P (2.329, 1.957, 1.356)  1.067
C (2.403, -1.398, -1.661)  -0.669
C (5.424, 4.269, -0.269)  -0.092
C (-4.499, -4.816, 0.831)  -0.088
C (3.034, -2.482, 0.790)  -0.705
C (-0.515, -0.439, -7.818)  -0.024
H (0.986, -6.211, 1.992)  0.104

Net charge = -1
⟨S²⟩ = 0.800
Spin multiplicity = 2
HOMO-LUMO gap (spin up / spin down) = 0.19419 / 0.25397 Eh
E_HOMO (spin up / spin down) = -3.6 / -5.3 eV


Q.
DFT (ωB97M-V with the def2-TZVPD basis set) results for a molecular structure, C61H43Cl6N3O2P2SiTi.

Each line ends with the Löwdin charge.
Atoms and positions in Å:
Ti (0.922, -0.431, 0.256)  0.857
C (4.073, -4.686, -5.450)  -0.247
C (1.528, -0.495, 5.670)  -0.063
Cl (2.954, 2.019, 2.058)  0.834
C (1.573, 2.713, -1.981)  -0.206
C (0.885, 1.300, 4.181)  -0.365
H (-4.118, 3.322, -3.938)  0.098
N (0.377, -2.065, -0.827)  -0.133
C (3.735, -2.259, 3.069)  -0.703
H (-5.290, 2.893, 3.654)  0.097
H (3.767, -6.349, -4.128)  0.116
C (-2.122, 1.567, -1.844)  -0.393
C (-2.628, -2.482, -4.480)  -0.088
C (-0.458, -1.480, -4.652)  -0.076
C (-0.875, -3.842, -1.468)  -0.071
C (-2.156, 1.776, 4.256)  -0.123
C (2.274, -2.335, -2.387)  -0.087
H (-6.382, 1.129, 0.628)  0.103
C (-1.637, 1.843, 2.969)  -0.333
C (0.693, 5.931, 1.280)  -0.087
C (3.032, -4.528, -3.287)  -0.014
C (-1.098, -1.586, 2.247)  -0.734
H (-3.782, 1.027, -3.084)  0.110
N (5.138, -6.084, -7.306)  0.141
H (-3.196, -2.188, 2.076)  0.069
C (-5.291, -2.035, 0.196)  -0.088
H (-5.599, -3.059, 0.356)  0.106
H (0.471, -1.346, -5.186)  0.100
H (0.422, -4.419, -3.157)  0.106
H (0.098, -0.687, 4.102)  0.077
H (5.498, 0.887, -1.569)  0.094
C (0.567, 3.577, 0.728)  -0.314
Cl (3.986, -3.890, 3.538)  0.682
C (0.184, 4.357, 3.000)  -0.097
C (4.276, 0.064, 3.288)  -0.699
H (2.700, -4.994, -2.371)  0.123
H (-4.221, 1.603, -0.423)  0.088
P (-1.922, -0.119, -1.150)  1.126
H (0.856, 6.952, 0.964)  0.097
C (3.924, -3.302, -5.613)  -0.022
H (0.102, -0.185, -3.029)  0.104
C (-0.667, -0.826, -3.454)  -0.093
C (3.475, 0.581, -0.779)  -0.241
C (0.772, -0.021, 4.618)  -0.096
C (3.252, 0.359, 2.392)  -0.645
H (-4.365, 3.057, 1.376)  0.100
C (-5.734, 0.311, 0.345)  -0.078
H (1.053, 5.127, -0.660)  0.091
H (-2.917, -0.418, 2.046)  0.057
C (4.491, -1.255, 3.665)  -0.720
C (-4.269, 2.600, 3.461)  -0.086
C (2.882, -3.142, -3.437)  -0.162
C (4.660, -5.457, -6.467)  -0.212
H (-1.678, -4.558, -1.480)  0.100
H (-3.797, -1.927, -2.782)  0.092
H (1.793, 1.910, -2.680)  0.016
C (-1.863, -0.994, -2.760)  -0.343
N (2.497, -0.339, -0.957)  -0.091
H (4.957, -1.383, -2.927)  0.099
H (-1.258, -2.857, -6.081)  0.097
Cl (5.684, -1.648, 4.832)  0.674
H (3.228, -1.484, -4.755)  0.120
C (-3.144, 1.835, -2.750)  -0.101
C (-1.472, 3.852, -1.903)  -0.100
C (4.593, 0.306, -1.550)  -0.066
H (3.191, 2.345, 6.425)  0.100
H (-3.873, 2.075, 5.493)  0.101
C (3.351, -2.548, -4.617)  -0.032
H (4.256, -2.841, -6.532)  0.116
Cl (1.992, -3.165, 1.244)  0.842
O (-0.498, -2.472, 2.822)  0.023
O (-0.593, -0.758, 1.415)  -0.328
C (-3.470, 2.142, 4.493)  -0.102
H (2.523, 3.095, -1.622)  0.019
C (-1.433, -2.324, -5.159)  -0.092
H (-1.533, 1.439, 5.074)  0.098
H (-1.384, -2.590, 0.256)  0.079
C (-3.752, 2.676, 2.178)  -0.086
P (0.123, 1.568, 2.527)  1.065
H (-2.060, 2.304, 0.916)  0.080
C (2.465, -0.604, 1.763)  -0.241
C (-0.736, -2.786, -0.579)  -0.252
H (0.236, 6.473, 3.307)  0.099
H (-0.093, 4.129, 4.020)  0.107
Cl (-2.967, -1.313, 4.220)  0.645
C (0.318, 3.329, 2.080)  -0.445
Si (0.434, 2.072, -0.524)  0.680
H (-0.838, 4.657, -1.571)  0.081
C (-2.610, -1.366, 2.492)  -0.473
H (-2.686, 5.152, -3.090)  0.098
C (1.764, 2.148, 4.849)  -0.129
H (1.084, 3.501, -2.545)  0.014
C (2.401, 0.358, 6.327)  -0.090
C (2.993, -1.228, -1.897)  -0.240
C (3.631, -5.286, -4.264)  -0.018
H (1.447, -1.535, 5.946)  0.113
C (-6.129, -0.996, 0.568)  -0.085
C (2.790, -1.920, 2.104)  -0.658
C (-1.229, 2.560, -1.445)  -0.291
C (-4.058, -1.765, -0.369)  -0.135
H (3.001, -0.012, 7.145)  0.101
C (-2.513, 4.135, -2.766)  -0.082
C (-3.648, -0.451, -0.608)  -0.332
H (-3.393, -3.138, -4.873)  0.098
C (0.787, 4.900, 0.361)  -0.110
H (-7.086, -1.205, 1.023)  0.099
H (1.901, 3.169, 4.520)  0.087
C (0.220, -3.787, -2.312)  -0.043
C (-4.510, 0.580, -0.240)  -0.102
Cl (5.275, 1.303, 3.930)  0.696
C (1.009, -2.700, -1.878)  -0.294
C (4.304, -0.849, -2.261)  -0.035
C (0.362, 5.666, 2.598)  -0.083
H (-3.399, -2.583, -0.625)  0.094
C (-2.456, 2.277, 1.925)  -0.091
C (-3.334, 3.116, -3.223)  -0.084
H (3.340, 1.437, -0.150)  0.026
C (2.504, 1.678, 5.922)  -0.108
C (-2.853, -1.809, -3.294)  -0.091

Net charge = -1
⟨S²⟩ = 0.798
Spin multiplicity = 2
HOMO-LUMO gap (spin up / spin down) = 0.19576 / 0.23995 Eh
E_HOMO (spin up / spin down) = -3.5 / -5.0 eV


So which one wins? Going from most stable to least: Q, P.


P.
DFT (ωB97M-V with the def2-TZVPD basis set) results for C4H7F2N in the gas phase.

Each line ends with the natural charge from an NBO analysis.
Atoms and positions in Å:
F (-1.601, 1.416, -0.188)  -0.338
H (1.862, -0.570, -0.371)  0.197
H (0.788, 0.599, -1.260)  0.212
H (-0.954, -2.091, 1.425)  0.229
H (-1.818, -1.606, -0.878)  0.385
F (-2.159, -0.027, 1.271)  -0.383
H (0.941, -1.903, 1.598)  0.224
C (-0.037, -1.367, 1.410)  -0.658
H (-2.917, -0.336, -1.374)  0.389
C (0.905, -0.131, -0.504)  -0.354
C (-1.492, 0.085, 0.023)  0.778
H (-0.132, -0.803, 2.430)  0.240
C (-0.044, -0.391, 0.330)  -0.078
N (-2.016, -0.614, -1.106)  -0.842

HOMO-LUMO gap = 0.40041 Eh
E_HOMO = -10.0 eV
Structure (SMILES) = C=C(C)C(N)(F)F


Q.
DFT (ωB97M-V with the def2-TZVPD basis set) results for a molecular structure, C4H7F2N.

Each line ends with the natural charge from an NBO analysis.
Atoms and positions in Å:
C (-0.094, 0.327, -1.327)  0.078
H (-0.722, 1.174, -1.077)  0.161
H (-1.670, -0.038, 0.745)  0.211
C (0.950, 0.531, 1.156)  0.579
N (0.649, 0.337, -2.364)  -0.583
H (0.837, -1.321, -0.302)  0.216
H (-1.065, -1.497, 1.606)  0.220
H (-1.739, -1.611, 0.028)  0.209
F (2.242, 0.621, 0.751)  -0.338
H (0.450, 1.244, -2.946)  0.337
F (0.329, 1.778, 1.247)  -0.361
C (0.101, -0.621, -0.221)  -0.230
H (0.885, 0.085, 2.113)  0.126
C (-1.150, -1.010, 0.591)  -0.626

HOMO-LUMO gap = 0.39452 Eh
E_HOMO = -9.9 eV


So which one wins? Going from most stable to least: P, Q.